Version P
# H42O21

21 unconnected molecules or ions with the total composition H42O21 (ωB97M-V/def2-TZVPD, the OMol25 dataset).

Output
- LUMO (eV) = -0.51
- multiplicity = 1
- HOMO level (Eh) = -0.4092

Last column: Mulliken charge in e.
Positions of all 63 atoms, in Å:
O1 -1.9586 0.8922 -2.5063  -0.542
H1 -2.4616 0.6560 -3.2943  0.349
H2 -2.6223 1.3295 -1.9567  0.211
O2 -1.6005 -0.8603 -4.4160  -0.656
H3 -0.6958 -1.2001 -4.4911  0.293
H4 -1.7445 -1.2792 -3.5389  0.320
O3 -3.0314 -2.1328 -2.3145  -0.696
H5 -2.9843 -1.4612 -1.6242  0.566
H6 -2.5122 -2.8333 -1.9497  0.238
O4 -1.6399 0.2759 3.4388  -0.644
H7 -1.3606 0.6918 2.6140  0.378
H8 -2.5335 -0.0590 3.3796  0.271
O5 4.9826 -1.1367 -1.2459  -0.636
H9 4.1690 -1.5861 -1.4981  0.264
H10 4.5652 -0.6871 -0.4836  0.351
O6 -4.6182 2.2516 0.7476  -0.651
H11 -4.6723 1.4428 0.2296  0.334
H12 -4.4524 2.2112 1.6868  0.295
O7 2.3341 2.8951 -2.0093  -0.705
H13 1.5259 3.0618 -1.5246  0.346
H14 2.1348 2.9437 -2.9488  0.322
O8 -0.0210 -4.0869 -0.0277  -0.645
H15 0.3920 -3.4501 -0.6140  0.280
H16 0.4606 -4.1127 0.7998  0.358
O9 3.4095 -3.1903 1.4309  -0.634
H17 4.2002 -2.7906 1.0344  0.367
H18 2.9682 -2.3586 1.6298  0.265
O10 -4.3517 -0.2466 -0.4496  -0.674
H19 -4.9855 -0.6605 -1.0397  0.332
H20 -3.4508 -0.3395 -0.7260  0.277
O11 -1.2543 1.6111 1.0978  -0.182
H21 -2.1759 1.7532 0.8704  0.168
H22 -0.6696 1.0329 0.6104  0.001
O12 0.9380 -0.7708 0.1323  0.096
H23 1.3339 -0.3718 -0.6235  0.283
H24 1.0076 -1.7152 -0.0233  -0.134
O13 4.4660 -0.1644 1.4105  -0.659
H25 4.4346 0.7902 1.2706  0.334
H26 3.5292 -0.3701 1.3701  0.229
O14 -0.1700 3.6972 2.0730  -0.533
H27 -0.8514 3.6338 1.3803  0.361
H28 -0.2810 4.5748 2.4536  0.256
O15 -2.1404 3.9395 0.3027  -0.560
H29 -1.3258 4.3978 0.0625  0.248
H30 -2.8713 4.5225 0.0726  0.251
O16 -0.1581 -2.5962 1.9362  -0.381
H31 0.4749 -2.0934 2.4588  0.192
H32 -0.9123 -2.8070 2.4882  0.238
O17 2.2662 1.6062 1.9549  -0.564
H33 1.8601 2.0027 2.7321  0.197
H34 1.5787 1.0679 1.5540  0.274
O18 -1.8421 -1.9197 0.0903  -0.594
H35 -1.1325 -2.5656 -0.1234  0.233
H36 -1.3764 -1.2301 0.5701  0.265
O19 2.3243 -1.9944 -4.0520  -0.586
H37 1.9568 -1.6670 -3.2421  0.247
H38 3.1505 -2.3278 -3.6791  0.322
O20 1.2023 0.8740 4.6270  -0.617
H39 0.9256 -0.0257 4.8458  0.302
H40 0.3289 1.2043 4.3906  0.325
O21 2.1670 0.2046 -2.3699  -0.487
H41 2.2570 1.0904 -1.9424  0.275
H42 1.5148 0.4364 -3.0315  0.267

=====

Version Q
# H42O21

21 unconnected molecules or ions with the total composition H42O21 (ωB97M-V/def2-TZVPD, the OMol25 dataset).

Output
- LUMO (eV) = -0.14
- multiplicity = 1
- HOMO level (Eh) = -0.4030

Last column: Mulliken charge in e.
Positions of all 63 atoms, in Å:
O1 1.2056 -3.4280 0.4131  -0.743
H1 0.4886 -3.4862 1.1108  0.366
H2 1.8625 -3.0707 1.0603  0.374
O2 0.8301 -0.7882 -0.4651  -0.606
H3 1.4774 -0.3402 0.1541  0.411
H4 0.8518 -1.7647 -0.2428  0.264
O3 0.8959 0.2245 -3.0288  -0.839
H5 -0.0728 0.1674 -3.2001  0.447
H6 1.0370 -0.2207 -2.1867  0.390
O4 -0.0124 2.3637 -0.2006  -0.470
H7 0.5086 2.5618 -1.0234  0.290
H8 -0.6713 3.0548 -0.0817  0.293
O5 2.7062 0.0234 1.1129  -0.643
H9 3.3799 0.2612 0.4602  0.323
H10 2.4707 0.9226 1.4319  0.272
O6 3.8457 4.1962 -0.0523  -0.619
H11 4.3726 4.8805 0.3805  0.299
H12 3.3878 3.7920 0.7052  0.309
O7 1.3753 2.7586 -2.4769  -0.711
H13 1.5027 1.8294 -2.7631  0.381
H14 2.2681 2.9900 -2.2123  0.335
O8 -3.4001 1.8056 -3.8535  -0.726
H15 -3.1764 0.8566 -3.8882  0.327
H16 -2.5983 2.2720 -4.0936  0.355
O9 -1.1044 -3.2324 1.5237  -0.729
H17 -1.7954 -3.1484 0.8031  0.440
H18 -1.3117 -4.0969 1.8916  0.302
O10 -2.8492 -3.1585 -0.3417  -0.740
H19 -2.3998 -3.3998 -1.1797  0.366
H20 -3.4414 -2.3848 -0.5790  0.330
O11 -3.4244 -0.5947 -0.4434  -0.626
H21 -2.6454 -0.2235 0.0429  0.445
H22 -3.9190 0.1776 -0.7342  0.273
O12 0.7229 0.3494 4.6125  -0.748
H23 1.1258 -0.4895 4.8586  0.231
H24 0.0306 0.1398 3.8883  0.509
O13 -1.3349 -2.9884 -2.8125  -0.768
H25 -0.5146 -3.5050 -2.5558  0.442
H26 -1.3048 -3.0432 -3.7785  0.263
O14 -3.2843 2.2677 -1.2566  -0.642
H27 -3.8309 3.0624 -1.3452  0.277
H28 -3.2766 1.9942 -2.2190  0.392
O15 2.9194 -2.5581 2.4202  -0.740
H29 2.1676 -2.3240 2.9805  0.322
H30 3.1931 -1.6513 2.1663  0.364
O16 -1.1850 0.4445 0.6048  -1.051
H31 -1.0705 1.3696 0.2993  0.349
H32 -0.4278 -0.1463 0.2162  0.609
O17 1.1208 -3.8955 -2.2642  -0.785
H33 1.1397 -4.0205 -1.2789  0.385
H34 1.6140 -3.0625 -2.2502  0.325
O18 -1.2102 -0.3190 3.0406  -0.792
H35 -1.0989 0.0337 2.0905  0.560
H36 -1.2343 -1.2407 2.7298  0.351
O19 1.8263 3.8657 1.7812  -0.627
H37 1.7347 3.5444 2.7308  0.428
H38 0.9578 3.9801 1.3559  0.221
O20 1.8490 2.7247 4.2300  -0.748
H39 1.2558 3.4595 4.4497  0.333
H40 1.4408 1.8395 4.4435  0.442
O21 -1.6076 -0.3135 -2.7391  -0.779
H41 -1.4987 -1.2879 -2.5859  0.436
H42 -1.8641 -0.0303 -1.8559  0.298

=====

Stability, descending: version Q, version P

=====

Version P
# C7H13N2O2

A gas-phase ion, C7H13N2O2 (charge +1) (ωB97M-V/def2-TZVPD, the OMol25 dataset).

Output
- structure (SMILES) = CN/C=[N+](C)\C(C=O)=C(\C)O
- LUMO (eV) = -3.58
- multiplicity = 1
- HOMO level (Eh) = -0.4879
- charge = +1

Last column: Mulliken charge in e.
Positions of all 24 atoms, in Å:
C1 2.3320 -1.8766 -1.6711  -0.845
N1 1.4516 -1.1211 -0.8444  0.057
C2 0.9153 -0.0246 -1.1608  -0.117
N2 -0.1112 0.6522 -0.6461  0.115
C3 -0.5377 1.8750 -1.2132  -0.934
C4 -0.4358 0.4350 0.7149  -0.290
C5 0.7211 0.7952 1.5371  -0.184
O1 1.7599 1.0173 0.9327  -0.506
C6 -1.6693 -0.0389 1.0096  1.060
C7 -2.0955 -0.2893 2.3466  -1.346
O2 -2.5546 -0.2608 0.0967  -0.479
H1 2.3842 -1.7280 -2.8057  0.326
H2 3.4231 -1.6912 -1.2775  0.349
H3 2.1917 -2.9969 -1.3813  0.292
H4 1.0931 -1.5283 0.0157  0.283
H5 1.3633 0.2806 -2.1089  0.380
H6 0.3648 2.5867 -1.3148  0.411
H7 -1.1113 1.8549 -2.1477  0.319
H8 -1.1459 2.3030 -0.2622  0.315
H9 0.4717 0.6770 2.5700  0.426
H10 -1.9426 0.6565 2.9448  0.366
H11 -1.4060 -1.0584 2.9421  0.313
H12 -3.1269 -0.5893 2.4432  0.364
H13 -2.3350 0.0700 -0.7196  0.326

=====

Version Q
# C7H13N2O2

A gas-phase ion, C7H13N2O2 (charge +1) (ωB97M-V/def2-TZVPD, the OMol25 dataset).

Output
- LUMO (spin up / spin down) (eV) = -4.37 / -4.03
- multiplicity = 1
- HOMO level (spin up / spin down) (Eh) = -0.4754 / -0.4415
- charge = +1

Last column: Mulliken charge in e.
Positions of all 24 atoms, in Å:
C1 1.0246 1.2299 1.0751  -0.667
C2 0.4463 -0.5715 -1.9792  -0.398
C3 -1.0795 -0.2538 -2.1543  -0.527
C4 -1.1335 0.9324 -0.1875  -0.440
C5 0.2298 0.5888 2.3124  -0.240
C6 0.2665 0.5369 0.1231  -0.206
C7 0.5347 -1.8301 0.2394  -0.912
N1 -0.6525 1.2862 2.8780  0.218
N2 0.7711 -0.6005 -0.5247  0.156
O1 -1.2454 2.2680 2.6804  -0.422
O2 -1.3095 1.0448 -1.5342  -0.372
H1 0.8505 2.2700 1.2559  0.425
H2 2.1631 0.9301 1.2082  0.228
H3 0.4910 -1.5831 -2.3149  0.347
H4 1.0160 0.1333 -2.6598  0.356
H5 -1.2473 -0.1717 -3.2027  0.387
H6 -1.7783 -1.0685 -1.6779  0.296
H7 -1.8022 0.2265 0.2716  0.401
H8 -1.3374 1.8843 0.4376  0.341
H9 0.4049 -0.4066 2.7568  0.389
H10 -0.4897 -2.1176 0.4711  0.375
H11 1.0445 -2.6234 -0.1890  0.454
H12 0.9615 -1.6019 1.2002  0.336
H13 1.8706 -0.5026 -0.4855  0.477

=====

Stability, descending: version P, version Q

=====

Version P
# C3H6O

A single C3H6O molecule (ωB97M-V/def2-TZVPD, the OMol25 dataset).

Output
- structure (SMILES) = C=COC
- LUMO (eV) = 1.11
- multiplicity = 1
- HOMO level (Eh) = -0.3203

Last column: Mulliken charge in e.
Positions of all 10 atoms, in Å:
C1 0.4835 -1.3634 1.2855  -0.792
C2 -0.0740 -0.4187 0.5373  0.234
O1 0.3996 -0.0718 -0.6650  -0.314
C3 -0.2421 1.0716 -1.2190  -0.513
H1 0.0918 -1.5873 2.2746  0.235
H2 1.3830 -1.8856 0.9824  0.262
H3 -0.9296 0.1032 0.9020  0.204
H4 -0.5941 0.8543 -2.2579  0.180
H5 -1.0358 1.4054 -0.5468  0.312
H6 0.5177 1.8922 -1.2932  0.192

=====

Version Q
# C3H6O

A single C3H6O molecule (ωB97M-V/def2-TZVPD, the OMol25 dataset).

Output
- structure (SMILES) = CCC=O
- LUMO (eV) = 1.10
- multiplicity = 1
- HOMO level (Eh) = -0.3618

Last column: Mulliken charge in e.
Positions of all 10 atoms, in Å:
C1 -1.1175 -0.1926 0.4803  -0.884
C2 0.2632 -0.4301 -0.1405  -0.388
C3 1.1862 0.7517 -0.3298  0.044
O1 0.7030 1.8252 -0.1545  -0.462
H1 -1.1620 -0.6974 1.4187  0.275
H2 -1.8275 -0.6696 -0.1952  0.255
H3 -1.3374 0.8916 0.3077  0.300
H4 0.8923 -1.2276 0.4395  0.280
H5 0.1492 -0.8883 -1.1147  0.251
H6 2.2504 0.6371 -0.7116  0.328

=====

Stability, descending: version Q, version P

=====

Version P
# C3H6O

A molecular structure, C3H6O (ωB97M-V/def2-TZVPD, the OMol25 dataset).

Output
- LUMO (eV) = 1.04
- multiplicity = 1
- HOMO level (Eh) = -0.3082

Last column: Mulliken charge in e.
Positions of all 10 atoms, in Å:
C1 -1.2982 0.1923 0.1400  -0.908
C2 -0.2583 -0.8617 -0.1922  -0.141
C3 1.3454 -0.0231 -0.1088  -0.436
O1 0.7294 -0.8457 0.8344  -0.243
H1 -2.0540 -0.3786 0.6975  0.279
H2 -1.7928 0.5866 -0.7531  0.301
H3 -0.9582 1.0079 0.7935  0.305
H4 0.6897 -0.3406 -1.0914  0.275
H5 2.3357 -0.3864 -0.3909  0.329
H6 1.2613 1.0493 0.0709  0.239

=====

Version Q
# C3H6O

A single C3H6O molecule (ωB97M-V/def2-TZVPD, the OMol25 dataset).

Output
- structure (SMILES) = C[C@H]1CO1
- LUMO (eV) = 1.22
- multiplicity = 1
- HOMO level (Eh) = -0.3782

Last column: Mulliken charge in e.
Positions of all 10 atoms, in Å:
C1 0.6350 -0.6288 -0.8798  -1.106
C2 0.3660 0.3009 0.2733  0.299
C3 -0.9950 0.5770 0.7367  -0.435
O1 -0.1550 -0.3359 1.4284  -0.409
H1 1.3410 -1.4068 -0.5785  0.253
H2 1.0486 -0.1109 -1.7486  0.315
H3 -0.2904 -1.1291 -1.1777  0.294
H4 1.0905 1.0951 0.4703  0.341
H5 -1.2098 1.4858 1.2975  0.241
H6 -1.8308 0.1526 0.1785  0.206

=====

Version R
# C3H6O

2 unconnected molecules or ions with the total composition C3H6O (ωB97M-V/def2-TZVPD, the OMol25 dataset).

Output
- LUMO (spin up / spin down) (eV) = 0.64 / 0.77
- multiplicity = 1
- HOMO level (spin up / spin down) (Eh) = -0.2933 / -0.3027

Last column: Mulliken charge in e.
Positions of all 10 atoms, in Å:
C1 1.4564 0.0517 0.5484  -0.227
C2 0.5198 0.5030 -0.4664  -0.169
C3 -1.8290 -0.3758 0.0116  -0.904
O1 1.2712 -0.4997 -0.7927  -0.305
H1 2.4181 0.5331 0.5458  0.246
H2 1.1985 -0.5117 1.4713  0.213
H3 0.5784 1.4328 -1.1025  0.237
H4 -1.8130 -1.4816 0.1718  0.290
H5 -1.9379 -0.1341 -1.0519  0.249
H6 -1.8625 0.4823 0.6644  0.371

=====

Version S
# C3H6O

A molecular structure, C3H6O (ωB97M-V/def2-TZVPD, the OMol25 dataset).

Output
- LUMO (eV) = 0.84
- multiplicity = 1
- HOMO level (Eh) = -0.3103

Last column: Mulliken charge in e.
Positions of all 10 atoms, in Å:
O1 -1.0497 -1.2079 0.6607  -0.517
C1 -0.3267 -0.3836 -0.1453  0.400
C2 1.1309 -0.0009 -0.0001  -0.606
C3 0.0578 1.0504 -0.0181  -0.624
H1 -1.7593 -0.7014 1.0706  0.341
H2 -0.6717 -0.6405 -1.3173  0.134
H3 1.8050 -0.0839 -0.8540  0.199
H4 1.5695 -0.3933 0.9236  0.249
H5 -0.5650 0.5720 -1.0872  0.169
H6 -0.1907 1.7890 0.7672  0.257

=====

Stability, descending: version Q, version P, version S, version R